[1]
# C19H29BNO

A 2-piece molecular cluster, C19H29BNO overall (ωB97M-V/def2-TZVPD, the OMol25 dataset).

Geometry as ORCA input:
```
! RIJCOSX wB97M-V def2-TZVPD def2/J DEFGRID3
* xyz 1 1
C 0.509 -3.865 -0.536
O 1.649 -3.076 -0.790
C 1.612 -2.495 -2.012
C 2.656 -1.684 -2.478
C 2.649 -1.056 -3.746
C 3.707 -0.276 -4.140
C 4.811 -0.082 -3.309
C 5.952 0.765 -3.750
C 4.824 -0.699 -2.058
C 3.776 -1.480 -1.649
H 0.587 -4.299 0.461
H -0.386 -3.245 -0.585
H 0.448 -4.669 -1.269
H 0.746 -2.675 -2.631
H 1.808 -1.194 -4.402
H 3.700 0.201 -5.105
H 6.730 0.812 -2.986
H 6.402 0.366 -4.661
H 5.621 1.785 -3.953
H 5.670 -0.558 -1.408
H 3.786 -1.958 -0.685
C 0.269 1.794 2.270
C -0.357 0.423 2.127
N -1.691 0.417 1.403
C -2.197 -1.013 1.415
C -3.521 -1.214 0.710
C -2.647 1.371 1.950
C -3.018 1.254 3.279
C -3.905 2.143 3.848
C -4.438 3.163 3.088
C -4.081 3.290 1.761
C -3.190 2.399 1.195
B -1.314 0.695 -0.103
H -0.541 -0.103 -0.487
H 1.183 1.753 2.867
H 0.532 2.220 1.301
H -0.412 2.493 2.762
H 0.317 -0.259 1.601
H -0.513 -0.021 3.114
H -1.423 -1.649 0.978
H -2.279 -1.324 2.461
H -3.891 -2.233 0.845
H -4.283 -0.533 1.094
H -3.436 -1.042 -0.363
H -2.605 0.460 3.875
H -4.179 2.038 4.886
H -5.131 3.858 3.532
H -4.499 4.087 1.167
H -2.922 2.514 0.161
H -2.253 0.644 -0.804
H -0.832 1.755 -0.242
*
```

Its calculated total energy is -24379.551 eV. For the HOMO energy, the calculation gives -11.5 eV. The energy above the lowest of the compared OMol25 structures with the same formula, charge and spin comes out at 0.0 kcal/mol.



[2]
# C48H40N8O16

A 8-piece molecular cluster, C48H40N8O16 overall (ωB97M-V/def2-TZVPD, the OMol25 dataset).

Geometry as ORCA input:
```
! RIJCOSX wB97M-V def2-TZVPD def2/J DEFGRID3
* xyz -1 2
C -5.453 0.257 -2.806
C -4.421 0.088 -1.912
C -3.393 -0.716 -2.217
C -3.175 -1.179 -3.463
C -4.274 -1.296 -4.284
C -5.362 -0.529 -3.946
N -1.816 -1.691 -3.841
O -1.613 -2.179 -4.934
O -0.859 -1.456 -3.027
H -6.387 0.746 -2.577
H -4.410 0.696 -1.020
H -2.571 -0.723 -1.516
H -4.430 -1.828 -5.211
H -6.136 -0.474 -4.697
C -1.273 7.012 -4.069
C -2.649 6.784 -4.421
C -3.227 5.614 -3.863
C -2.524 4.800 -2.966
C -1.192 4.967 -2.787
C -0.506 6.116 -3.359
N -3.313 3.609 -2.476
O -4.516 3.631 -2.535
O -2.704 2.702 -1.894
H -0.731 7.884 -4.406
H -3.220 7.423 -5.078
H -4.250 5.353 -4.093
H -0.715 4.249 -2.136
H 0.547 6.301 -3.211
C 3.837 -4.896 0.492
C 4.081 -4.465 1.813
C 5.254 -4.903 2.436
C 6.122 -5.815 1.875
C 5.772 -6.309 0.549
C 4.614 -5.899 -0.069
N 7.476 -6.011 2.485
O 7.747 -5.338 3.429
O 8.291 -6.807 1.905
H 2.955 -4.618 -0.067
H 3.363 -3.740 2.168
H 5.355 -4.500 3.433
H 6.441 -7.012 0.075
H 4.184 -6.397 -0.926
C 4.824 0.796 -6.576
C 4.514 2.134 -6.212
C 3.473 2.376 -5.258
C 2.850 1.407 -4.543
C 3.150 0.058 -4.972
C 4.184 -0.210 -5.869
N 1.961 1.719 -3.311
O 1.814 0.838 -2.390
O 1.405 2.836 -3.238
H 5.601 0.603 -7.301
H 5.035 2.927 -6.729
H 3.339 3.434 -5.089
H 2.577 -0.726 -4.498
H 4.459 -1.170 -6.280
C -1.370 1.698 1.130
C -0.396 1.284 0.249
C 0.017 -0.059 0.162
C -0.732 -1.043 0.825
C -1.843 -0.587 1.660
C -2.158 0.752 1.752
N -0.304 -2.503 0.801
O -1.129 -3.353 0.972
O 0.899 -2.836 0.729
H -1.706 2.719 1.024
H 0.034 2.103 -0.309
H 0.874 -0.343 -0.431
H -2.605 -1.287 1.968
H -3.097 0.989 2.230
C -0.984 -6.995 1.916
C -1.070 -8.175 2.738
C 0.021 -8.678 3.373
C 1.337 -8.076 3.198
C 1.453 -6.934 2.312
C 0.317 -6.401 1.721
N 2.428 -8.638 3.976
O 2.164 -9.555 4.749
O 3.566 -8.227 3.908
H -1.852 -6.532 1.470
H -2.023 -8.672 2.845
H -0.118 -9.543 4.005
H 2.398 -6.419 2.223
H 0.413 -5.462 1.196
C -3.046 -0.572 8.583
C -3.481 0.686 8.772
C -4.099 1.322 7.704
C -4.211 0.760 6.444
C -3.879 -0.548 6.227
C -3.236 -1.242 7.371
N -4.615 1.616 5.281
O -4.230 1.313 4.122
O -5.258 2.632 5.438
H -2.638 -1.304 9.264
H -3.254 1.201 9.694
H -4.554 2.281 7.905
H -3.895 -0.909 5.210
H -2.994 -2.268 7.133
C 2.640 8.226 -1.291
C 3.016 7.012 -0.788
C 2.067 6.091 -0.292
C 0.700 6.495 -0.154
C 0.373 7.825 -0.493
C 1.319 8.720 -1.100
N -0.341 5.584 0.439
O -1.479 5.936 0.627
O 0.154 4.492 0.658
H 3.310 9.020 -1.585
H 4.082 6.868 -0.686
H 2.427 5.201 0.202
H -0.674 8.079 -0.415
H 1.157 9.778 -1.244
*
```

Its calculated total energy is -95079.113 eV. For the HOMO energy (alpha / beta), the calculation gives -1.0 / -4.6 eV. The energy above the lowest of the compared OMol25 structures with the same formula, charge and spin comes out at 80.3 kcal/mol. The expectation value of S² is 0.7739.